No. 1
116
Properties=species:S:1:pos:R:3:lowdin_charge:R:1 method="wB97M-V/def2-TZVPD" spin_multiplicity=2 orbital_gap_ev="4.968 / 7.325" e_homo_ev="-10.3438 / -12.7601" total_charge=+2
Hf 1.091 1.736 1.116 1.549
O -1.415 8.563 1.421 0.092
N -0.440 8.367 2.120 -0.326
O 0.044 9.186 2.874 0.106
C 0.218 7.028 2.043 -0.042
C 1.485 6.987 2.470 0.088
C 2.252 5.774 2.412 -0.122
C 3.584 5.707 2.769 0.024
C 4.260 4.483 2.629 -0.032
C 3.588 3.392 2.172 -0.124
N 2.263 3.410 1.852 -0.105
C 1.603 4.617 1.953 -0.184
C 0.276 4.660 1.520 -0.157
N -0.248 3.470 1.056 -0.060
C -1.500 3.483 0.549 -0.120
C -2.264 4.613 0.501 -0.016
C -1.764 5.818 1.002 0.040
C -0.475 5.867 1.510 -0.049
H 1.945 7.886 2.849 0.140
H 4.102 6.587 3.131 0.131
H 5.311 4.399 2.866 0.116
H 4.097 2.449 2.026 0.101
H -1.869 2.552 0.146 0.092
H -3.257 4.565 0.073 0.122
H -2.369 6.705 0.966 0.112
O 1.903 -0.159 1.910 -0.310
N 3.196 -0.522 1.980 -0.161
C 3.738 -1.205 0.967 0.008
C 5.055 -1.601 1.041 0.005
C 5.800 -1.282 2.162 -0.009
C 5.208 -0.567 3.191 0.000
C 3.890 -0.189 3.079 0.001
H 3.080 -1.393 0.134 0.148
H 5.482 -2.154 0.216 0.131
H 6.835 -1.588 2.235 0.131
H 5.756 -0.297 4.083 0.132
H 3.330 0.371 3.816 0.136
N -1.175 0.777 5.457 0.149
C -0.290 0.570 4.487 -0.798
S 0.526 1.939 3.819 0.691
N -0.035 -0.669 4.080 0.076
C -0.684 -1.886 4.472 -0.235
C 0.121 -2.980 4.767 -0.021
C -0.461 -4.191 5.106 -0.060
C -1.845 -4.309 5.160 -0.063
C -2.644 -3.216 4.860 -0.057
C -2.070 -2.000 4.505 -0.043
H -1.330 1.720 5.776 0.113
H -1.572 0.011 5.979 0.120
H 0.722 -0.743 3.415 0.087
H 1.202 -2.874 4.747 0.116
H 0.167 -5.041 5.343 0.115
H -2.298 -5.252 5.438 0.116
H -3.724 -3.307 4.892 0.117
H -2.704 -1.167 4.226 0.108
C -4.551 -1.026 -3.498 -0.036
C -3.447 -1.050 -2.423 -0.485
C -2.133 -1.433 -3.106 -0.023
C -3.322 0.407 -1.928 -0.037
C -3.843 -2.062 -1.278 -0.406
O -4.944 -1.534 -0.534 -0.012
C -4.264 -3.477 -1.813 -0.081
C -3.347 -4.717 -1.707 -0.131
C -2.158 -4.760 -2.638 -0.245
C -2.347 -4.870 -4.015 -0.043
C -1.276 -4.881 -4.893 -0.089
C 0.013 -4.783 -4.391 -0.670
Cl 1.364 -4.799 -5.483 0.673
C 0.238 -4.711 -3.027 -0.104
C -0.851 -4.707 -2.162 -0.058
C -2.771 -2.320 -0.210 -0.033
N -2.197 -1.167 0.494 -0.056
C -0.960 -0.713 0.354 -0.125
N -0.795 0.357 1.124 -0.038
C -2.022 0.513 1.714 -0.206
N -2.892 -0.387 1.353 0.180
H -4.287 -0.285 -4.255 0.095
H -5.522 -0.721 -3.097 0.098
H -4.674 -1.976 -4.019 0.079
H -1.894 -0.674 -3.859 0.098
H -2.188 -2.397 -3.616 0.073
H -1.289 -1.474 -2.403 0.068
H -3.377 1.075 -2.792 0.093
H -2.357 0.609 -1.456 0.057
H -4.123 0.674 -1.240 0.088
H -5.726 -1.516 -1.096 0.103
H -4.576 -3.391 -2.851 0.096
H -5.164 -3.719 -1.248 0.130
H -3.989 -5.570 -1.933 0.129
H -3.013 -4.881 -0.679 0.109
H -3.355 -4.959 -4.413 0.129
H -1.432 -4.979 -5.961 0.115
H 1.255 -4.693 -2.650 0.104
H -0.671 -4.705 -1.090 0.112
H -1.923 -2.822 -0.667 0.104
H -3.190 -2.973 0.550 0.149
H -0.229 -1.155 -0.304 0.146
H -2.244 1.304 2.417 0.123
C 4.013 -0.512 -6.460 -0.028
C 3.518 0.081 -5.173 -0.237
C 2.213 -0.141 -4.738 -0.010
C 1.749 0.415 -3.557 -0.036
C 2.615 1.208 -2.814 -0.298
C 3.923 1.459 -3.224 -0.036
C 4.362 0.885 -4.398 -0.013
S 2.062 1.955 -1.358 0.561
O 0.678 1.441 -1.033 -0.410
O 2.126 3.380 -1.404 -0.226
O 2.841 1.405 -0.171 -0.415
H 3.338 -1.280 -6.828 0.080
H 5.005 -0.951 -6.336 0.091
H 4.093 0.265 -7.227 0.100
H 1.553 -0.765 -5.329 0.122
H 0.733 0.240 -3.222 0.104
H 4.579 2.095 -2.638 0.130
H 5.377 1.066 -4.731 0.129



No. 2
108
Properties=species:S:1:pos:R:3:lowdin_charge:R:1 method="wB97M-V/def2-TZVPD" orbital_gap_ev=7.892 smiles="CCc1c2c(c(CN)c(P(=O)(O)O)c1P(O)O)C(=O)N(Cl)C2=O.c1ccccc1.c1ccccc1.c1ccccc1.c1ccccc1.c1ccccc1.c1ccccc1" e_homo_ev=-8.9926
C 2.130 -3.439 1.072 -0.071
C 2.311 -2.474 -0.126 -0.166
C 1.717 -1.110 0.187 -0.164
C 2.589 -0.079 0.223 -0.083
C 2.135 1.191 0.557 -0.078
C 0.838 1.465 0.821 -0.114
C 0.411 2.896 1.133 -0.191
N 1.241 3.899 0.485 0.039
C -0.041 0.394 0.783 -0.155
P -1.773 0.752 1.210 0.484
O -1.913 1.966 2.011 -0.263
O -2.405 -0.484 2.039 -0.152
O -2.608 0.903 -0.137 -0.094
C 0.370 -0.895 0.444 -0.209
P -0.835 -2.319 0.376 0.895
O -0.271 -3.439 -0.663 -0.261
O -2.178 -1.790 -0.393 -0.253
C 3.389 2.049 0.569 -0.430
O 3.701 3.024 1.170 0.141
N 4.353 1.371 -0.326 -0.271
Cl 3.613 1.644 -1.912 0.766
C 4.089 -0.049 -0.048 -0.392
O 4.932 -0.906 0.003 0.156
H 3.031 -3.490 1.677 0.081
H 1.333 -3.072 1.716 0.046
H 1.865 -4.442 0.753 0.060
H 1.871 -2.894 -1.019 0.093
H 3.369 -2.377 -0.327 0.091
H -0.587 3.021 0.737 0.097
H 0.345 3.001 2.215 0.133
H 0.673 4.665 0.154 0.058
H 1.890 4.320 1.136 0.067
H -1.748 -0.744 2.700 0.084
H -3.416 0.380 -0.058 0.084
H -0.161 -3.069 -1.552 0.062
H -2.926 -2.167 0.084 0.064
C 4.029 5.583 -0.796 -0.096
C 4.630 6.127 0.331 -0.086
C 4.863 7.495 0.400 -0.092
C 4.488 8.319 -0.651 -0.098
C 3.882 7.775 -1.776 -0.114
C 3.657 6.408 -1.850 -0.106
H 3.852 4.521 -0.847 0.063
H 4.916 5.484 1.154 0.097
H 5.339 7.918 1.276 0.100
H 4.666 9.385 -0.594 0.100
H 3.585 8.417 -2.596 0.104
H 3.190 5.982 -2.729 0.105
C -3.755 5.455 1.482 -0.093
C -4.306 6.724 1.600 -0.101
C -4.781 7.163 2.828 -0.105
C -4.697 6.335 3.940 -0.104
C -4.143 5.067 3.821 -0.094
C -3.675 4.623 2.591 -0.087
H -3.387 5.112 0.522 0.097
H -4.365 7.372 0.734 0.098
H -5.215 8.150 2.920 0.097
H -5.063 6.679 4.899 0.097
H -4.076 4.423 4.688 0.099
H -3.245 3.633 2.494 0.066
C 0.263 6.603 -1.993 -0.098
C -0.813 6.059 -2.681 -0.092
C -1.748 6.890 -3.282 -0.099
C -1.602 8.268 -3.202 -0.098
C -0.526 8.813 -2.516 -0.091
C 0.405 7.982 -1.909 -0.087
H 0.991 5.955 -1.523 0.070
H -0.924 4.983 -2.747 0.100
H -2.590 6.465 -3.813 0.099
H -2.329 8.917 -3.674 0.099
H -0.412 9.888 -2.455 0.101
H 1.242 8.406 -1.370 0.092
C -3.093 -5.831 4.927 -0.096
C -3.707 -4.607 4.700 -0.097
C -3.105 -3.673 3.867 -0.098
C -1.893 -3.967 3.254 -0.123
C -1.282 -5.193 3.480 -0.092
C -1.879 -6.124 4.319 -0.093
H -3.560 -6.558 5.579 0.101
H -4.654 -4.381 5.173 0.100
H -3.582 -2.715 3.694 0.093
H -1.420 -3.240 2.592 0.000
H -0.338 -5.424 3.000 0.096
H -1.400 -7.078 4.498 0.101
C 0.351 -6.773 -4.360 -0.097
C -0.041 -5.706 -3.563 -0.103
C -1.139 -4.937 -3.923 -0.096
C -1.851 -5.239 -5.076 -0.094
C -1.461 -6.308 -5.870 -0.094
C -0.358 -7.073 -5.514 -0.091
H 1.208 -7.371 -4.079 0.104
H 0.512 -5.474 -2.659 0.091
H -1.441 -4.101 -3.305 0.087
H -2.709 -4.641 -5.354 0.101
H -2.017 -6.545 -6.768 0.101
H -0.052 -7.903 -6.137 0.102
C 0.284 -8.539 -0.971 -0.099
C 0.547 -9.883 -1.195 -0.094
C 1.535 -10.528 -0.465 -0.097
C 2.255 -9.831 0.497 -0.097
C 1.989 -8.488 0.724 -0.097
C 1.007 -7.841 -0.013 -0.096
H -0.484 -8.034 -1.542 0.096
H -0.018 -10.427 -1.941 0.101
H 1.745 -11.575 -0.644 0.100
H 3.022 -10.336 1.070 0.100
H 2.549 -7.945 1.475 0.099
H 0.801 -6.791 0.160 0.086



No. 3
108
Properties=species:S:1:pos:R:3:lowdin_charge:R:1 method="wB97M-V/def2-TZVPD" spin_multiplicity=5 orbital_gap_ev="6.675 / 4.553" e_homo_ev="-14.9059 / -15.1556" total_charge=+3
Ru -2.079 0.159 -0.700 0.869
S -0.880 1.094 0.978 0.528
C -2.813 -1.240 0.289 -0.460
C -1.878 -2.158 0.853 -0.107
C -2.290 -3.421 1.165 -0.043
C -3.659 -3.727 1.040 0.004
C -4.476 -2.761 0.440 -0.079
N -4.077 -1.506 0.125 0.091
H -0.831 -1.802 0.899 0.085
H -1.575 -4.112 1.622 0.128
H -4.123 -4.632 1.291 0.103
H -5.505 -2.907 0.129 0.124
O -1.971 2.360 -2.622 -0.102
C -1.508 2.136 -3.916 -0.244
C -1.151 3.182 -4.814 0.023
C -0.360 2.829 -5.905 -0.035
C -0.025 1.503 -6.165 -0.031
C -0.327 0.493 -5.244 -0.054
C -1.064 0.822 -4.108 -0.281
P -1.011 -0.295 -2.654 1.013
C 0.839 -0.414 -2.437 -0.319
C 1.454 0.739 -1.884 -0.114
C 2.702 0.710 -1.278 -0.062
C 3.499 -0.390 -1.560 -0.094
C 3.005 -1.400 -2.321 -0.081
C 1.681 -1.466 -2.754 -0.069
C -1.475 -1.916 -3.294 -0.402
C -2.432 -1.985 -4.302 -0.071
C -2.868 -3.257 -4.737 -0.041
C -2.554 -4.369 -3.991 -0.069
C -1.681 -4.304 -2.927 -0.053
C -1.051 -3.067 -2.654 -0.111
C -3.085 3.089 -2.374 -0.281
C -3.901 3.549 -3.360 -0.011
C -4.795 4.583 -3.052 -0.015
C -4.958 5.003 -1.721 -0.035
C -4.241 4.343 -0.707 -0.073
C -3.332 3.324 -0.965 -0.219
P -2.447 2.405 0.459 0.737
C -3.633 1.792 1.672 -0.394
C -5.024 1.642 1.378 -0.081
C -5.822 0.976 2.256 -0.064
C -5.271 0.497 3.462 -0.049
C -3.950 0.661 3.761 -0.042
C -3.144 1.395 2.877 -0.161
C -1.466 3.857 1.134 -0.367
C -0.816 4.646 0.177 -0.105
C -0.105 5.785 0.525 -0.058
C -0.119 6.223 1.852 -0.050
C -0.850 5.514 2.786 -0.057
C -1.432 4.286 2.463 -0.074
H -1.500 4.212 -4.678 0.135
H -0.019 3.672 -6.509 0.129
H 0.600 1.228 -7.024 0.128
H -0.149 -0.543 -5.456 0.116
H 0.938 1.743 -1.995 0.128
H 2.990 1.494 -0.579 0.115
H 4.510 -0.400 -1.259 0.099
H 3.746 -2.145 -2.560 0.111
H 1.393 -2.342 -3.372 0.127
H -2.783 -1.034 -4.745 0.118
H -3.486 -3.277 -5.611 0.113
H -2.967 -5.396 -4.256 0.147
H -1.492 -5.145 -2.296 0.106
H -0.355 -3.009 -1.794 0.109
H -3.837 3.243 -4.386 0.127
H -5.371 5.030 -3.889 0.138
H -5.643 5.825 -1.508 0.124
H -4.494 4.628 0.310 0.126
H -5.417 1.979 0.411 0.114
H -6.924 0.841 2.031 0.146
H -5.947 -0.181 4.041 0.138
H -3.437 0.262 4.623 0.119
H -2.169 1.702 3.184 0.064
H -0.874 4.469 -0.924 0.121
H 0.479 6.349 -0.199 0.118
H 0.378 7.170 2.146 0.132
H -0.843 5.740 3.854 0.123
H -1.863 3.794 3.295 0.088
C 3.621 -2.364 5.339 -0.077
N 4.125 -2.977 4.102 -0.303
C 4.009 -4.422 4.174 -0.092
P 4.283 -2.126 2.655 0.525
O 3.151 -1.821 1.748 -0.268
N 5.315 -3.180 1.851 -0.132
C 6.678 -3.599 2.329 -0.012
C 5.074 -3.701 0.503 -0.033
N 5.024 -0.727 3.038 -0.255
C 6.012 -0.590 4.075 -0.079
C 4.727 0.419 2.137 -0.047
H 2.576 -2.601 5.554 0.099
H 3.735 -1.287 5.250 0.077
H 4.200 -2.705 6.166 0.092
H 4.861 -4.873 4.648 0.085
H 3.859 -4.831 3.144 0.096
H 3.101 -4.733 4.780 0.118
H 7.503 -3.035 1.837 0.127
H 6.856 -4.603 1.951 0.103
H 6.828 -3.538 3.402 0.091
H 4.082 -3.417 0.201 0.071
H 5.197 -4.804 0.499 0.127
H 5.795 -3.310 -0.222 0.120
H 5.941 -1.503 4.658 0.069
H 5.811 0.294 4.717 0.120
H 7.026 -0.462 3.691 0.103
H 4.181 0.069 1.231 0.056
H 5.702 0.840 1.834 0.102
H 4.141 1.207 2.663 0.113



No. 4
119
Properties=species:S:1:pos:R:3:lowdin_charge:R:1 method="wB97M-V/def2-TZVPD" spin_multiplicity=2 orbital_gap_ev="6.797 / 7.095" e_homo_ev="-12.1976 / -12.2332" total_charge=+2
V 1.424 0.061 0.088 0.908
C 3.867 -1.665 2.955 -0.066
C 4.678 -0.601 3.435 -0.044
C 4.512 0.647 2.936 0.003
C 3.538 0.925 1.915 -0.278
N 2.848 -0.154 1.377 -0.027
C 3.001 -1.394 1.958 -0.141
N 3.386 2.205 1.574 0.106
C 2.542 2.679 0.533 -0.425
N 2.190 1.690 -0.478 0.046
C 2.574 2.090 -1.697 -0.232
N 2.263 1.436 -2.812 0.222
C 1.884 0.180 -2.651 -0.297
C 0.977 -0.467 -3.595 0.022
C 0.454 -1.660 -3.299 0.014
C 1.004 -2.513 -2.180 -0.200
C 1.756 -1.690 -1.151 -0.223
N 2.218 -0.468 -1.531 -0.048
C 3.241 3.380 -1.620 -0.101
C 3.827 4.136 -2.621 0.008
C 4.429 5.327 -2.253 -0.050
C 4.439 5.726 -0.919 -0.033
C 3.841 4.959 0.081 0.014
C 3.231 3.778 -0.289 -0.054
H 3.948 -2.666 3.355 0.106
H 5.432 -0.794 4.190 0.119
H 5.105 1.487 3.276 0.123
H 2.372 -2.177 1.559 0.077
H 0.659 0.112 -4.451 0.123
H -0.300 -2.093 -3.947 0.108
H 1.803 -3.074 -2.673 0.141
H 2.496 -2.287 -0.621 0.118
H 3.813 3.798 -3.651 0.124
H 4.910 5.944 -3.002 0.115
H 4.927 6.653 -0.643 0.117
H 3.864 5.306 1.104 0.113
C -0.459 3.474 4.665 -0.054
C 0.563 2.754 3.779 -0.523
O 1.687 2.287 4.547 -0.081
P -0.121 1.141 3.202 0.534
O -1.700 1.221 3.261 -0.099
O 0.205 0.181 4.414 -0.088
O 0.353 0.539 1.929 -0.316
P 1.138 3.949 2.454 0.485
O 2.608 4.232 2.927 -0.139
O 0.217 5.078 2.345 -0.220
O 1.260 3.132 1.090 -0.142
H -0.758 2.837 5.500 0.097
H -1.345 3.751 4.097 0.070
H -0.017 4.392 5.053 0.103
H 2.270 3.032 4.734 0.108
H -2.109 1.757 2.550 0.051
H 0.753 0.627 5.094 0.103
H 3.209 3.470 2.590 0.066
C -2.007 -2.223 3.539 -0.003
N -1.126 -3.342 3.218 -0.107
C -0.935 -4.464 4.157 -0.058
C -0.225 -5.529 3.294 -0.070
N -0.015 -4.802 2.032 0.076
C -0.565 -3.604 2.061 -0.506
S -0.442 -2.457 0.741 1.094
H -3.046 -2.558 3.543 0.109
H -1.891 -1.427 2.808 0.055
H -1.755 -1.825 4.518 0.100
H -1.900 -4.799 4.529 0.134
H -0.336 -4.137 5.003 0.134
H -0.835 -6.415 3.138 0.129
H 0.726 -5.835 3.719 0.128
H 0.314 -5.213 1.173 0.125
O -0.452 0.091 -0.564 -0.560
As -1.775 0.820 -1.331 1.312
C -2.891 -0.635 -1.877 -0.300
C -3.169 -0.996 -3.192 -0.084
C -4.027 -2.057 -3.443 -0.062
C -4.591 -2.763 -2.390 -0.062
C -4.293 -2.419 -1.076 -0.056
C -3.447 -1.352 -0.818 -0.126
C -1.331 2.136 -2.647 -0.288
C -1.804 2.128 -3.956 -0.084
C -1.531 3.208 -4.783 -0.052
C -0.810 4.293 -4.300 -0.043
C -0.364 4.310 -2.985 -0.043
C -0.629 3.235 -2.152 -0.092
C -2.867 1.835 -0.126 -0.282
C -4.244 1.829 -0.324 -0.070
C -5.044 2.707 0.396 -0.041
C -4.468 3.595 1.296 -0.034
C -3.089 3.610 1.483 -0.051
C -2.286 2.729 0.767 -0.134
H -2.736 -0.457 -4.021 0.084
H -4.262 -2.329 -4.465 0.120
H -5.267 -3.585 -2.594 0.119
H -4.741 -2.966 -0.256 0.114
H -3.231 -1.064 0.202 0.096
H -2.388 1.305 -4.336 0.078
H -1.897 3.208 -5.802 0.117
H -0.612 5.137 -4.949 0.119
H 0.181 5.165 -2.602 0.121
H -0.301 3.264 -1.121 0.091
H -4.694 1.144 -1.031 0.108
H -6.116 2.709 0.241 0.119
H -5.094 4.293 1.840 0.121
H -2.623 4.329 2.147 0.113
H -1.212 2.781 0.864 0.082
C -1.412 -4.725 -3.206 -0.023
C -0.078 -4.900 -2.447 -0.525
C 1.052 -5.134 -3.457 -0.040
C -0.202 -6.136 -1.549 -0.055
C 0.139 -3.625 -1.600 -0.231
N -0.345 -3.671 -0.420 -0.191
H -1.652 -5.655 -3.728 0.101
H -1.359 -3.931 -3.956 0.073
H -2.223 -4.494 -2.511 0.079
H 0.868 -6.075 -3.980 0.100
H 2.030 -5.217 -2.970 0.100
H 1.100 -4.350 -4.219 0.089
H -0.353 -7.019 -2.173 0.096
H -1.049 -6.050 -0.869 0.078
H 0.717 -6.293 -0.969 0.089



So what do the calculations give for energy? Going down the list: -112767.0507, -97947.6742, -100860.7016, -193800.2405 eV.
So what do the calculations give for maximum force? Going down the list: 2.15, 2.64, 4.74, 2.40 eV/Å.